1.
Formula: C14H32Cl2NO2P2Pm
Source: OMol25
Level of theory: wB97M-V/def2-TZVPD

As for the spin multiplicity: 5. The expectation value of S² is 6.01. The HOMO energy (alpha / beta) comes out at -15.28 / -15.29 eV. As for the largest force on an atom: 2.251 eV/Å. As for the orbital gap (alpha / beta): 8.283 / 9.202 eV. Its charge is +2.

```
54
Properties=species:S:1:pos:R:3:forces:R:3
C 1.22318 -0.05811 -6.38034 0.3 0.1 0.0
C 0.76728 0.29455 -4.98862 1.2 0.1 1.2
H 2.32337 -0.07510 -6.45213 -0.5 0.0 0.2
H 0.81034 0.65122 -7.11964 0.1 -0.2 0.4
H 0.81968 -1.05328 -6.64275 0.1 0.4 0.2
O 1.48324 0.47621 -3.99337 -1.7 -0.6 -1.4
Cl -0.98331 0.38143 -4.84820 0.4 0.0 0.1
Pm 0.72759 0.00279 -0.97642 -0.8 0.1 0.8
P -0.24281 2.54051 -0.22562 -0.5 0.8 -0.6
C 0.91117 3.59156 0.70154 0.0 0.1 -0.1
C -0.03134 3.03435 -2.00896 -0.1 0.3 0.4
H -0.22283 4.11481 -2.10114 0.1 -0.3 -0.1
H -2.08619 4.20570 0.00055 0.4 -0.2 0.0
H -0.75556 2.49955 -2.65194 0.4 0.1 0.3
H -2.66726 2.57425 -0.37512 0.2 0.0 0.2
H 1.93027 3.33466 0.39306 -0.1 0.1 0.2
H 1.01428 2.85717 -2.32507 -0.4 0.0 -0.1
C -1.92360 3.13812 0.20166 -0.1 -0.3 0.1
H 0.75576 4.66634 0.53852 -0.1 -0.3 0.0
H -2.09150 2.96859 1.27252 0.0 0.0 -0.2
H 0.77749 3.36826 1.76581 0.2 0.1 -0.2
P 0.01189 -2.54959 0.09130 -0.4 -0.7 -0.3
C 1.24218 -3.37831 1.14383 0.0 -0.2 -0.2
C -1.61390 -3.24022 0.60661 0.0 0.2 0.0
H -0.48420 -2.86220 -2.29880 0.4 -0.1 0.2
H 0.16621 -4.35394 -1.54568 0.1 0.3 -0.2
H 1.30306 -3.02238 -1.93491 -0.4 -0.2 -0.1
C 0.27512 -3.25992 -1.60257 -0.1 -0.1 0.4
H -2.40426 -2.82598 -0.03431 0.2 0.0 0.3
H -1.64974 -4.33652 0.52674 0.3 0.3 0.0
H 1.16518 -4.47312 1.07657 0.0 0.3 0.1
H 1.07520 -3.06182 2.18082 0.2 -0.1 -0.2
H -1.80204 -2.96630 1.65509 0.0 0.0 -0.3
H 2.23510 -3.06619 0.79956 -0.1 -0.1 0.3
Cl -1.79052 -0.21340 -1.39583 0.7 0.1 0.1
O 1.43071 0.12319 1.41151 -0.3 -0.2 1.5
C 1.14427 -0.03442 2.67406 -0.9 -0.1 -0.9
C 2.13182 0.05225 3.83659 0.2 -0.4 -0.4
C 1.83437 1.11085 4.91143 0.1 0.3 0.3
C 0.73991 0.76808 5.92663 0.2 0.2 -0.1
C -0.62031 0.58585 5.29951 -0.4 -0.2 0.0
C -0.69392 -0.59986 4.33590 -0.4 0.1 0.3
N -0.13275 -0.32454 3.00133 0.7 0.0 -1.1
H 2.13563 -0.92594 4.34697 -0.1 0.1 -0.3
H 3.14559 0.18222 3.44576 -0.3 0.1 -0.1
H 2.75061 1.26741 5.49413 0.0 -0.1 -0.3
H 1.61336 2.06705 4.42822 0.0 0.0 0.0
H 1.01363 -0.12730 6.49897 0.0 0.0 -0.2
H 0.68124 1.57601 6.66411 0.1 -0.1 -0.1
H -1.35428 0.40969 6.09306 0.0 0.0 -0.1
H -0.93554 1.49613 4.77813 0.0 0.0 0.0
H -0.21067 -1.47279 4.79755 0.0 0.1 -0.3
H -1.75370 -0.85060 4.17908 0.4 0.0 -0.1
H -0.75219 -0.42995 2.18640 0.3 0.2 0.6
```
Forces are in eV/Å.


2.
Formula: C14H32F6NO18S6V
Source: OMol25
Level of theory: wB97M-V/def2-TZVPD

As for the spin multiplicity: 1. The energy above the lowest of the compared OMol25 structures with the same formula, charge and spin comes out at 760.70 kJ/mol. The HOMO energy comes out at -9.64 eV. As for the largest force on an atom: 4.481 eV/Å. As for the orbital gap: 5.512 eV. Its charge is 0.

```
78
Properties=species:S:1:pos:R:3:forces:R:3
O 0.63454 -1.57054 -1.93672 -1.0 1.2 0.7
V -0.31901 -0.38482 -1.57248 0.4 0.4 0.7
O -0.27446 -0.14388 -0.00356 0.1 -0.6 -2.6
C -1.94439 4.14764 -2.35244 1.0 -0.9 -1.2
F -1.83533 5.50934 -2.24834 -0.7 -2.4 -0.1
F -1.60944 3.52132 -1.24243 0.9 0.6 1.3
F -3.14911 3.64612 -2.60560 0.0 1.6 -0.8
S -0.61057 3.46658 -3.66690 0.1 0.5 -2.0
O -0.79243 4.24232 -4.93235 0.1 -1.9 3.5
O 0.69412 3.46766 -3.02442 -1.6 0.1 -0.1
N -1.08557 1.76064 -3.82838 1.3 2.6 2.0
S -1.53866 1.62313 -5.32656 -3.4 -1.3 -2.6
O -2.93486 2.06805 -5.55169 2.7 -0.3 0.3
O -0.50519 1.88879 -6.30528 -1.0 -0.5 0.8
C -1.84043 -0.29826 -5.35867 0.6 1.0 -0.8
F -0.63295 -0.88673 -5.64168 -1.6 0.0 0.2
F -2.29466 -0.80786 -4.18202 0.4 0.1 -0.4
F -2.77401 -0.55002 -6.31513 1.5 -0.2 1.2
O -4.20878 -1.16801 -0.98689 -0.2 0.2 0.4
S -5.41035 -0.82228 -0.26277 -0.4 0.0 1.2
O -6.11281 0.38915 -0.61783 0.4 -0.8 0.2
O -6.41209 -2.07690 -0.31266 0.0 0.7 0.2
C -7.39588 -2.16058 -1.40241 1.5 -0.6 -0.7
C -6.66688 -2.76768 -2.62328 0.1 0.0 -0.2
C -5.09971 -0.85057 1.60740 -0.5 -0.2 -2.5
H -7.80948 -1.17062 -1.59476 0.0 -0.1 0.0
H -8.16227 -2.84707 -1.04255 0.1 0.2 0.1
H -5.86356 -2.17294 -3.05811 -0.5 0.8 0.0
H -7.38613 -3.02430 -3.40106 0.0 0.1 0.0
H -6.06752 -3.65413 -2.41572 -0.6 -0.4 0.7
H -4.76330 -1.87014 1.79557 0.2 0.3 0.2
H -6.07475 -0.65719 2.05461 0.3 0.1 0.0
H -4.35925 -0.06452 1.75542 -0.1 -0.2 0.2
O -1.61882 -6.54794 1.78775 -0.2 -0.1 0.1
S -0.51388 -5.71245 1.46481 2.4 0.0 -0.4
O -0.70172 -4.34886 1.04043 0.2 -1.0 0.7
O 0.60716 -5.71442 2.70565 -1.2 1.7 -2.2
C 0.72552 -6.85119 3.49430 0.8 -0.6 2.0
C -0.30578 -6.85180 4.58952 -1.2 -1.8 -0.7
C 0.57824 -6.50514 0.24733 0.3 0.3 0.2
H 1.67074 -6.82059 4.03626 0.5 0.6 -0.5
H 0.82333 -7.77787 2.92879 -0.7 -0.1 -0.2
H -0.38191 -5.95562 5.20526 0.2 -0.1 -0.3
H -0.15473 -7.75990 5.17316 0.3 0.2 0.5
H -1.23770 -7.10325 4.08315 -0.5 0.6 0.3
H 1.02485 -7.43345 0.60355 -0.6 -0.2 0.2
H 1.44510 -5.85047 0.15756 -0.3 0.3 -0.1
H 0.09809 -6.63750 -0.72222 -0.2 0.1 0.3
O 4.18573 8.19023 2.83241 -1.5 0.4 -0.2
S 2.80573 8.31184 3.27308 -0.7 -1.2 0.1
O 1.73430 8.91741 2.44462 2.4 -1.6 1.6
O 2.36725 6.74706 3.81097 -0.1 2.0 -1.3
C 2.59074 5.61648 2.85249 0.6 1.1 1.7
C 1.86741 4.42709 3.42211 -0.2 -0.5 0.2
C 2.79492 9.18656 4.85927 0.0 0.0 -0.9
H 3.67138 5.48590 2.90953 0.0 -0.2 -0.6
H 2.24688 5.86380 1.84815 0.0 0.2 0.2
H 2.34978 3.87102 4.22597 0.8 0.2 -0.3
H 1.74180 3.75703 2.57161 -0.4 -0.3 0.3
H 0.93561 4.66672 3.93439 -0.4 0.3 -0.8
H 1.99394 8.77884 5.47595 0.1 0.3 -0.1
H 2.63428 10.20280 4.49936 -0.5 0.0 0.3
H 3.76764 9.21218 5.35047 -0.1 -0.7 -0.2
O 3.40764 0.20984 -1.15187 2.0 0.4 0.7
S 4.81579 0.63161 -1.06573 0.1 -0.9 -0.3
O 5.23665 1.77591 -0.27242 -0.7 -1.9 -1.0
O 5.81387 -0.66072 -0.65015 -0.3 2.7 0.3
C 5.32707 -1.95327 -0.65767 -1.1 -2.2 0.2
C 4.56888 -2.35406 0.59933 -0.6 1.2 0.2
C 5.37880 0.80141 -2.77638 -0.4 0.1 1.5
H 6.13009 -2.68954 -0.69187 0.7 0.6 -0.3
H 4.74939 -2.15770 -1.55910 -0.3 0.2 -0.1
H 4.13896 -3.34867 0.48087 0.2 0.0 0.2
H 3.76134 -1.65508 0.81706 -0.4 -0.1 -0.4
H 5.18713 -2.22383 1.48752 0.3 -0.6 -0.1
H 4.49295 1.29484 -3.17627 0.6 0.3 -0.6
H 5.54444 -0.18120 -3.21811 -0.2 0.1 0.1
H 6.30634 1.36420 -2.67122 -0.2 0.2 -0.6
```
Forces are in eV/Å.